52
Properties=species:S:1:pos:R:3:forces:R:3 method="wB97M-V/def2-TZVPD" homo_energy_ev=-9.01 largest_force_ev_per_a=2.732 orbital_gap_ev=5.38 relative_energy_kcal_mol=0.00
Sn 0.0965 -1.8557 0.5239 -0.2 -0.1 2.7
O 2.1759 -5.5443 0.3432 0.9 -1.3 -0.3
O 4.3917 -1.2105 -0.6020 0.6 -0.7 0.9
O 2.2414 -1.8479 -0.4592 -1.4 -0.5 1.2
N -1.1363 -1.4832 4.7018 0.1 0.5 1.1
N -3.4925 -4.1580 1.5945 -0.8 -0.7 -0.4
N -1.8908 0.0292 0.1890 0.4 -1.0 -0.2
N -0.4377 -1.4988 2.6663 1.6 0.7 -2.0
N -1.8598 -2.9563 0.8762 1.4 0.8 -2.2
N -0.0805 -0.6201 4.5664 -0.8 -0.4 1.2
N -2.3124 -2.9017 3.2249 0.5 0.0 -0.6
N 0.3437 -0.6178 3.3920 -0.1 -0.4 -1.4
N -2.4493 -3.5864 -0.2122 1.1 0.9 0.5
N 0.8740 -3.6844 1.0036 0.1 -0.1 -0.2
N -3.3938 -4.2791 0.2291 -0.9 -0.5 1.0
N 0.7110 0.6790 0.5805 0.2 -1.3 -0.1
C -3.1567 -0.3100 0.0925 -0.2 -0.4 -0.1
C -2.5368 -3.3514 1.9510 0.1 0.4 0.0
C 3.2524 -1.1917 -0.9747 -1.2 1.7 -1.8
C -1.5619 1.3202 0.2449 0.0 0.3 0.0
C -2.5164 2.3394 0.1667 -0.1 0.1 0.0
C 1.3512 0.6494 -3.7426 -0.1 0.0 0.0
C 1.5674 -4.6178 0.6391 -1.4 2.2 0.2
C 1.9840 0.9649 0.7565 0.1 -0.2 0.1
C 2.4705 2.2714 0.6916 -0.1 0.1 0.0
C -3.8692 1.9604 0.0919 0.1 0.0 0.0
C -0.7863 4.0271 0.2369 -0.1 0.0 0.0
C 2.3930 1.2950 -4.3903 0.0 0.1 0.0
C 1.6107 -0.1334 -2.6298 0.2 0.1 -0.1
C 3.6915 1.1623 -3.9198 0.1 0.0 -0.1
C 0.2106 3.0065 0.3638 0.1 0.0 0.0
C -2.0946 3.7086 0.1648 0.1 0.0 0.0
C -0.1759 1.6623 0.3938 0.0 0.1 0.0
C 1.5822 3.2924 0.4825 0.0 0.0 0.0
C -1.3207 -2.0050 3.5266 0.0 0.1 -0.2
C 2.9155 -0.2884 -2.1748 -0.1 -0.6 0.5
C 3.9587 0.3642 -2.8200 -0.1 0.1 -0.1
C -4.1928 0.6298 0.0653 0.1 0.2 0.0
H 4.9684 0.2325 -2.4589 0.0 0.0 0.1
H 0.3381 0.7413 -4.1113 0.0 0.0 0.0
H 0.7966 -0.6362 -2.1248 0.0 -0.1 -0.1
H -2.8504 4.4797 0.0997 0.0 0.0 0.0
H -0.4679 5.0607 0.2258 0.0 0.0 0.0
H 4.5007 1.6749 -4.4217 0.0 0.0 0.0
H 3.5275 2.4543 0.8102 0.0 0.0 0.0
H 2.6457 0.1337 0.9504 0.1 0.0 0.0
H -2.8998 -3.2296 3.9588 -0.3 -0.2 0.4
H 1.9174 4.3191 0.4140 0.0 0.0 0.0
H -5.2177 0.2953 0.0149 0.0 0.0 0.0
H -4.6348 2.7245 0.0543 0.0 0.0 0.0
H 2.1918 1.9000 -5.2638 0.0 0.0 0.0
H -3.3734 -1.3702 0.0186 0.0 0.1 0.0

=====

51
Properties=species:S:1:pos:R:3:forces:R:3 method="wB97M-V/def2-TZVPD" homo_energy_ev=-4.75 largest_force_ev_per_a=2.197 orbital_gap_ev=5.87 relative_energy_kcal_mol=28.85 charge=-1
Pt -0.0585 1.5753 0.0088 -1.0 -0.4 0.0
O 0.4043 -7.4519 0.0331 -0.1 -0.1 0.0
O -1.5814 -6.6007 0.0518 0.1 -0.2 0.0
O 0.2386 5.5667 -0.0247 -0.6 -0.4 0.0
O 4.1874 -4.5955 -0.2187 0.2 0.2 0.0
O 1.7593 -1.4171 -0.1538 0.2 -0.5 -0.2
O -2.2622 -1.8444 -0.0152 -1.1 0.3 0.0
O 0.6998 3.3949 -0.0073 -0.3 0.5 0.0
O 4.0102 -2.4904 0.2609 0.0 -0.9 -0.1
O -0.5094 -0.4601 0.0500 0.0 1.3 0.2
N -1.8200 2.6655 -0.0073 0.1 1.8 0.0
N 1.8320 1.0542 0.0057 0.5 0.1 -0.1
N 5.9664 0.9636 0.0494 0.5 0.0 0.0
N -0.3587 -6.4895 0.0369 -0.2 -0.6 0.0
N 3.5087 -3.5891 0.0144 1.2 0.0 0.1
C 1.2874 -2.5496 -0.0424 0.4 0.2 -0.1
C -1.5530 4.0053 -0.0074 -1.0 -1.9 0.0
C 2.1081 -3.7413 0.0105 -0.9 -0.3 0.0
C 3.8581 0.6871 1.1812 0.1 0.1 -0.3
C -2.5460 4.9829 -0.0002 -0.5 0.2 0.0
C -5.5157 2.7849 -0.0038 -0.6 -0.5 0.0
C -4.7850 0.5073 -0.0485 0.8 -0.1 0.0
C -0.6466 -4.0730 0.0431 -0.2 0.6 0.0
C -5.8168 1.4401 -0.0346 -0.2 1.0 0.0
C -0.1325 -2.8063 0.0095 -0.4 0.4 0.0
C 1.5732 -5.0179 0.0063 0.1 0.0 0.0
C 2.4883 0.7661 1.1270 0.2 -0.3 0.3
C 0.1945 -5.1941 0.0256 0.8 0.8 0.0
C -3.4725 0.9242 -0.0278 -0.1 -0.6 -0.1
C -3.8653 4.6187 0.0049 0.4 -0.5 0.0
C -0.1288 4.4009 -0.0144 1.7 0.2 0.0
C 3.8944 1.1796 -1.1578 0.1 -0.1 0.2
C 4.6080 0.9205 0.0194 -0.8 0.1 0.1
C -3.1325 2.2816 -0.0138 -0.5 0.2 0.0
C -1.0651 -1.6004 0.0121 0.3 -1.1 0.0
C 2.5224 1.2288 -1.1187 0.3 -0.1 -0.3
C -4.1905 3.2381 -0.0056 0.6 0.4 0.0
H -5.0052 -0.5501 -0.0716 0.1 -0.1 0.0
H -4.6479 5.3622 0.0167 -0.1 0.0 0.0
H -2.2254 6.0143 0.0022 0.1 0.0 0.0
H 1.8826 0.5568 2.0014 0.0 0.1 -0.1
H -1.7174 -4.2146 0.0758 0.0 0.1 0.0
H 4.4214 1.3252 -2.0898 -0.1 0.0 -0.1
H 6.4342 0.5267 0.8254 0.0 0.0 -0.1
H 6.4590 0.9385 -0.8286 -0.1 -0.1 0.1
H -6.8495 1.1205 -0.0464 0.0 0.0 0.0
H 4.3564 0.4278 2.1024 0.0 0.0 0.1
H -2.6873 0.1854 -0.0295 0.1 -0.2 0.0
H 1.9469 1.3893 -2.0241 0.1 0.1 0.2
H 2.2364 -5.8701 -0.0024 -0.1 0.0 0.0
H -6.3055 3.5215 0.0215 -0.1 0.1 0.0